Entry 1:
The following is a DFT calculation (ωB97M-V with the def2-TZVPD basis set) of a cluster of 2 separate species, C5H10O in total at a distorted geometry.

The calculation puts the orbital gap at 0.35958 Ha. Its net charge is 0. The total energy comes out at -271.65727 a.u. The maximum force is 5.9 eV/Å. The energy above the lowest of the compared OMol25 structures with the same formula, charge and spin is 250.3 kJ/mol. The value obtained for the HOMO energy is -9.08 eV. The LUMO energy is 0.70 eV.

```
16
Properties=species:S:1:pos:R:3:forces:R:3
C -2.504457 1.177609 -0.126179 2.4646 3.4563 -1.2073
C -1.044672 0.655666 -0.274347 0.4073 -2.1009 0.0214
C -0.013697 0.978003 -1.102534 -2.1198 0.6908 -0.8770
C -0.058275 -1.617916 0.412252 -1.5441 3.4206 4.5025
C -0.778007 -0.446952 0.711392 1.2573 -1.7634 1.0893
H -2.415217 1.767360 0.807224 -0.6058 -0.4130 -0.0871
H -2.591615 2.049681 -0.916528 -0.5391 -1.9984 1.2412
H -3.334250 0.466049 -0.055244 0.5706 0.0699 -0.3763
H -0.190497 1.749601 -1.872419 0.0379 -0.2631 0.4460
H 0.923732 0.439868 -1.286733 -0.3718 0.1486 0.9801
H 0.340565 -1.716579 -0.529830 0.6582 -0.5596 -2.1028
H 0.382885 -2.190179 1.281946 -0.9567 0.2737 -1.2735
H -1.145728 -0.181842 1.811948 0.8290 -0.9689 -2.3535
H 2.625653 -0.395424 0.580478 0.7528 -0.0656 -0.4143
H 3.705545 -1.466438 0.691131 -0.0357 0.8123 -0.5455
O 3.511697 -0.625070 0.220566 -0.8047 -0.7394 0.9567
```
Positions in Å, forces in eV/Å.

Atom charges from the Mulliken analysis, given in e for atoms 1 to 2: -1.072 0.659

Entry 2:
The following is a DFT calculation (ωB97M-V with the def2-TZVPD basis set) of a structure of composition C5H10O.

The calculation puts the orbital gap at 0.29154 Ha. Its net charge is 0. The total energy comes out at -271.53775 a.u. The maximum force is 0.4 eV/Å. The energy above the lowest of the compared OMol25 structures with the same formula, charge and spin is 564.1 kJ/mol. The value obtained for the HOMO energy is -7.34 eV. The LUMO energy is 0.59 eV.

```
16
Properties=species:S:1:pos:R:3:forces:R:3
C 1.539813 0.562912 -0.489519 -0.0343 0.0254 -0.0061
C 0.412134 -0.385446 -0.201044 0.1834 0.0729 -0.2738
O 0.818505 -1.479489 0.500829 -0.1533 -0.1867 -0.0167
C -0.653585 -0.528331 -1.188847 0.0739 -0.0622 -0.0662
C -1.171263 0.248374 0.024974 -0.3250 0.1847 0.0737
C -0.141057 0.700284 1.701289 -0.3824 -0.0594 0.0661
H 1.154446 1.529265 -0.822971 0.0302 -0.1324 0.0592
H 2.152684 0.125100 -1.288573 -0.0849 0.0405 0.0964
H 2.123131 0.715374 0.415740 -0.0564 -0.0277 -0.1268
H 0.193891 -2.204168 0.365824 0.1169 0.0833 0.0396
H -0.556883 0.030228 -2.116384 0.0218 -0.0645 0.1732
H -1.091127 -1.517432 -1.324009 0.0901 0.1474 0.0674
H -1.972838 -0.273941 0.533359 0.1775 0.0778 -0.0480
H -1.368930 1.289288 -0.203616 0.0670 -0.1604 0.0582
H -0.467890 -0.226206 2.212252 0.1024 0.1706 -0.0699
H -0.971026 1.414181 1.880689 0.1731 -0.1093 -0.0263
```
Positions in Å, forces in eV/Å.

Atom charges from the Mulliken analysis, given in e for atoms 1 to 2: -1.357 0.948